Here is 17 unconnected molecules or ions with the total composition C84H201N11O18 in a non-equilibrium geometry from OMol25. Energies are from the ωB97M-V functional and the def2-TZVPD basis.

## Properties
electronic energy = -5277.39309 a.u.
frontier orbital gap = 8.35 eV
strongest force on any atom = 0.08208 Eh/bohr

Each line ends with the Mulliken charge.
Atoms and positions in Å:
C 14.86 16.30 18.52  -0.505
O 14.18 17.41 19.29  -0.385
C 13.93 18.60 18.72  0.954
O 13.75 19.58 19.42  -0.606
O 13.89 18.62 17.43  -0.255
C 13.38 19.75 16.77  -1.044
H 15.89 16.28 18.84  0.137
H 14.66 16.46 17.46  0.365
H 14.31 15.41 18.88  0.259
H 13.96 19.95 15.92  0.261
H 13.36 20.61 17.35  0.368
H 12.38 19.52 16.53  0.470
C 18.90 16.17 17.50  0.216
O 18.53 15.06 16.67  0.380
C 17.41 14.30 16.95  -0.043
O 16.89 14.26 18.04  -0.458
O 17.08 13.72 15.84  -0.051
C 16.22 12.54 16.01  -0.733
H 19.19 15.76 18.52  0.323
H 18.08 16.91 17.59  -0.252
H 19.72 16.74 17.01  -0.310
H 16.38 12.07 16.91  0.256
H 16.38 11.90 15.14  0.249
H 15.18 12.90 16.04  0.292
C 16.90 18.87 20.51  -0.455
O 17.15 19.96 21.40  -0.476
C 17.37 21.12 20.83  0.154
O 17.29 21.39 19.67  0.201
O 17.68 22.07 21.80  -0.460
C 17.75 23.34 21.29  -0.329
H 17.28 18.01 20.98  0.412
H 17.49 19.05 19.59  -0.200
H 15.84 18.77 20.35  0.524
H 18.61 23.58 20.73  0.157
H 17.69 23.89 22.20  0.253
H 16.86 23.64 20.76  0.205
C 9.97 22.77 15.82  -0.784
O 11.31 22.84 16.31  -0.170
C 11.33 23.24 17.59  0.503
O 10.41 23.50 18.31  -0.553
O 12.67 23.17 17.91  -0.011
C 13.03 23.54 19.24  -0.680
H 9.59 23.77 15.91  0.334
H 9.42 22.04 16.40  0.300
H 10.07 22.57 14.76  0.222
H 12.28 23.23 19.97  0.467
H 13.20 24.61 19.33  0.316
H 13.89 22.91 19.52  0.027
C 24.22 15.86 17.99  0.131
O 24.00 14.65 17.22  -0.483
C 22.71 14.29 16.99  0.561
O 21.79 14.54 17.73  -0.220
O 22.54 13.72 15.81  -0.416
C 21.09 13.34 15.56  -0.069
H 23.57 15.82 18.84  0.184
H 24.16 16.78 17.36  -0.155
H 25.24 15.70 18.43  0.129
H 21.12 12.67 14.71  0.364
H 20.54 14.27 15.43  -0.024
H 20.69 12.80 16.45  0.013
C 17.41 20.16 16.88  0.690
O 18.04 19.32 15.92  0.772
C 17.29 18.43 15.26  -0.226
O 16.09 18.43 15.28  -0.557
O 18.10 17.56 14.63  0.233
C 17.36 16.56 13.86  -0.969
H 18.26 20.62 17.43  -0.161
H 16.69 19.59 17.47  -0.367
H 16.89 20.92 16.37  -0.292
H 16.94 16.99 13.00  0.460
H 16.57 16.09 14.47  0.189
H 18.12 15.88 13.55  0.226
C 23.16 15.87 10.44  -1.253
C 22.30 15.42 11.61  -0.300
N 20.97 16.01 11.56  0.593
C 20.83 17.43 11.77  -1.092
C 21.47 17.92 13.12  1.151
C 20.17 15.60 10.47  -0.474
C 20.17 14.07 10.30  -1.421
H 24.10 15.43 10.62  0.490
H 23.30 16.98 10.46  0.132
H 22.80 15.58 9.45  0.338
H 22.20 14.35 11.74  0.625
H 22.73 15.73 12.58  -0.094
H 21.29 17.96 10.96  0.419
H 19.75 17.62 11.85  0.264
H 22.42 17.45 13.37  -0.723
H 21.43 19.03 13.18  -0.290
H 20.88 17.53 13.93  -0.077
H 20.48 16.07 9.56  0.398
H 19.07 15.83 10.56  0.360
H 20.18 13.54 11.25  0.340
H 20.99 13.70 9.74  0.317
H 19.20 13.66 9.84  0.367
C 24.75 23.00 10.26  -1.558
C 23.36 23.57 10.58  0.732
N 22.39 23.04 9.60  0.154
C 22.38 21.60 9.44  -1.745
C 22.22 20.83 10.76  0.851
C 21.06 23.61 9.64  -0.464
C 21.04 25.10 9.29  -1.432
H 24.88 23.23 9.23  0.458
H 24.89 21.94 10.51  0.098
H 25.44 23.54 10.90  0.494
H 23.14 23.25 11.66  -0.577
H 23.29 24.66 10.66  0.562
H 21.57 21.39 8.76  0.524
H 23.33 21.32 8.97  0.387
H 22.26 19.75 10.42  0.013
H 22.94 20.89 11.58  -0.361
H 21.20 20.87 11.33  0.136
H 20.62 23.40 10.60  0.251
H 20.46 23.08 8.92  0.478
H 21.22 25.10 8.20  0.432
H 21.77 25.79 9.74  0.233
H 20.10 25.51 9.55  0.309
C 21.07 26.39 14.59  -0.088
C 20.15 25.97 13.40  0.482
N 19.14 26.94 13.09  0.049
C 19.71 28.20 12.56  -0.850
C 20.45 28.14 11.22  -0.889
C 18.24 26.29 12.09  1.482
C 17.14 27.31 11.63  -1.979
H 20.61 26.44 15.58  -0.276
H 21.55 27.40 14.54  0.322
H 21.89 25.64 14.59  -0.113
H 20.77 25.67 12.54  -0.142
H 19.61 25.10 13.74  -0.257
H 18.77 28.79 12.46  0.489
H 20.31 28.62 13.33  0.503
H 20.60 29.14 10.87  0.502
H 21.39 27.64 11.31  0.226
H 19.79 27.61 10.47  0.144
H 17.76 25.41 12.54  -0.438
H 18.75 25.87 11.23  -0.503
H 16.72 27.77 12.52  0.400
H 16.42 26.90 10.98  0.482
H 17.55 28.09 11.05  0.535
C 22.27 20.87 22.79  -0.803
C 21.46 19.66 22.90  -0.438
N 21.88 18.63 21.96  0.635
C 21.67 17.22 22.32  -0.397
C 22.30 16.23 21.36  -0.313
C 21.74 18.97 20.57  1.038
C 20.39 19.53 20.21  -0.517
H 21.79 21.68 23.35  0.413
H 22.31 21.26 21.75  -0.144
H 23.22 20.59 23.22  0.316
H 21.59 19.18 23.94  0.445
H 20.36 19.89 22.92  0.161
H 20.59 16.94 22.39  0.231
H 22.01 17.09 23.39  0.450
H 21.56 16.08 20.54  0.015
H 22.57 15.29 21.82  0.477
H 23.15 16.60 20.87  -0.398
H 22.49 19.68 20.19  -1.804
H 21.91 18.05 19.99  0.015
H 20.24 19.51 19.17  -0.247
H 19.66 18.80 20.59  0.368
H 20.09 20.41 20.66  0.440
C 23.04 27.61 17.40  -1.503
C 23.16 26.10 17.62  2.672
N 24.49 25.59 17.99  0.784
C 25.49 25.74 16.97  -1.057
C 25.13 25.14 15.58  -0.446
C 24.91 25.88 19.37  -0.469
C 24.00 25.22 20.38  -1.332
H 23.57 27.94 16.53  0.389
H 23.43 28.27 18.21  0.290
H 21.92 27.85 17.39  0.117
H 22.59 25.81 18.49  -1.204
H 22.69 25.51 16.76  -1.180
H 25.75 26.84 16.86  0.302
H 26.45 25.33 17.26  0.590
H 26.07 24.98 15.03  0.506
H 24.59 24.09 15.74  -0.323
H 24.45 25.69 15.04  0.256
H 24.93 26.95 19.59  0.218
H 25.99 25.52 19.35  0.500
H 23.61 24.29 20.04  0.119
H 23.11 25.83 20.44  0.412
H 24.54 25.13 21.29  0.486
C 28.58 18.66 12.63  -1.448
C 27.23 19.32 12.37  -0.608
N 26.31 19.34 13.52  0.759
C 25.50 20.59 13.51  1.284
C 26.27 21.76 14.13  -1.165
C 25.50 18.10 13.50  -1.148
C 25.00 17.61 14.88  -0.599
H 29.22 18.71 11.79  0.495
H 28.59 17.58 12.90  0.282
H 29.10 19.19 13.43  0.283
H 27.52 20.39 12.06  0.334
H 26.83 18.92 11.46  0.423
H 25.24 20.87 12.48  -0.494
H 24.62 20.27 14.06  -0.302
H 25.63 22.66 14.17  0.115
H 26.61 21.48 15.11  -0.079
H 27.21 21.98 13.61  0.454
H 26.17 17.28 13.21  0.649
H 24.69 18.08 12.74  0.285
H 25.87 17.81 15.52  0.471
H 24.72 16.54 14.80  0.438
H 24.12 18.11 15.28  -0.401
C 15.95 21.75 12.55  -1.575
C 16.86 22.52 13.52  0.715
N 16.25 22.71 14.84  0.646
C 14.96 23.47 14.82  -0.234
C 15.03 24.87 14.22  -1.258
C 17.29 23.35 15.69  0.530
C 16.81 23.85 17.02  -0.624
H 15.62 20.82 13.05  0.247
H 16.52 21.55 11.64  0.507
H 15.05 22.42 12.29  0.240
H 17.81 21.97 13.61  0.181
H 17.05 23.51 13.08  -0.649
H 14.18 22.82 14.37  0.616
H 14.55 23.58 15.85  -0.051
H 15.46 24.85 13.25  0.247
H 13.98 25.27 14.21  0.433
H 15.66 25.54 14.85  0.198
H 17.79 24.25 15.19  0.178
H 18.05 22.59 15.79  -0.501
H 17.60 24.16 17.67  -0.252
H 16.25 23.09 17.56  -0.077
H 16.15 24.73 16.83  0.276
C 19.49 29.20 19.10  -1.504
C 18.70 27.97 18.91  -0.008
N 18.50 27.33 20.19  0.171
C 19.64 26.41 20.43  0.728
C 19.77 26.06 21.97  -1.555
C 17.27 26.54 20.22  0.683
C 15.94 27.21 20.49  -1.573
H 18.88 29.88 19.77  0.391
H 19.71 29.78 18.13  0.310
H 20.40 28.97 19.59  0.287
H 17.76 28.28 18.51  0.691
H 19.23 27.29 18.20  -0.074
H 20.58 26.70 19.99  0.333
H 19.38 25.50 19.89  -0.538
H 18.79 25.81 22.50  0.321
H 20.15 26.99 22.45  0.413
H 20.47 25.29 22.19  0.328
H 17.30 25.90 19.33  -0.051
H 17.43 25.85 21.05  -0.250
H 15.04 26.57 20.55  0.285
H 15.99 27.65 21.51  0.355
H 15.74 27.97 19.83  0.440
C 25.04 21.71 20.38  -0.467
C 25.31 20.40 19.75  1.451
N 26.68 19.92 19.89  0.262
C 26.93 18.48 19.78  0.048
C 26.33 17.78 20.98  -1.142
C 27.66 20.68 19.18  -1.104
C 27.54 20.74 17.57  -0.260
H 23.94 21.80 20.40  -0.443
H 25.58 22.49 19.81  0.278
H 25.50 21.73 21.38  0.355
H 24.67 19.68 20.27  -0.823
H 24.93 20.34 18.73  -0.502
H 26.39 17.99 18.92  -0.223
H 27.99 18.18 19.66  0.545
H 26.58 16.74 20.94  0.538
H 26.81 18.17 21.92  0.321
H 25.23 17.90 21.03  -0.093
H 28.67 20.38 19.53  0.487
H 27.58 21.72 19.54  0.394
H 27.93 21.64 17.04  0.412
H 26.44 20.76 17.35  -0.136
H 27.95 19.76 17.04  0.174
C 18.45 8.04 18.95  -1.304
C 17.81 9.18 19.81  -0.496
N 18.75 10.28 20.01  0.087
C 18.58 10.78 21.39  -0.798
C 17.31 11.60 21.69  -0.818
C 18.65 11.22 18.97  -0.050
C 19.70 12.34 19.10  -0.257
H 19.44 7.73 19.35  0.287
H 18.55 8.34 17.91  0.314
H 17.77 7.16 18.84  0.396
H 16.87 9.53 19.37  0.234
H 17.49 8.64 20.69  0.520
H 18.71 9.91 22.02  0.581
H 19.37 11.43 21.76  0.298
H 17.50 12.70 21.48  0.130
H 16.36 11.20 21.15  0.204
H 17.12 11.57 22.77  0.413
H 17.64 11.66 19.01  0.266
H 18.77 10.64 18.01  0.242
H 19.74 13.04 18.21  -0.825
H 20.75 11.96 19.26  0.397
H 19.36 12.98 19.90  0.191
C 20.91 23.64 18.17  -0.050
C 21.66 22.39 17.94  0.967
N 21.08 21.48 17.05  1.447
C 21.89 20.24 16.97  0.225
C 21.25 19.04 16.36  0.666
C 20.85 21.96 15.68  0.582
C 22.12 22.20 14.83  0.782
H 21.33 24.06 19.14  0.272
H 19.88 23.53 18.40  -0.398
H 21.04 24.32 17.32  -0.589
H 22.73 22.60 17.59  -0.179
H 21.71 21.89 18.89  -0.833
H 22.88 20.51 16.39  0.174
H 22.20 20.02 18.00  -0.484
H 21.86 18.24 16.70  0.591
H 20.22 18.96 16.70  -0.448
H 21.16 19.09 15.30  -1.192
H 20.19 22.84 15.82  -0.108
H 20.23 21.21 15.15  -0.381
H 22.56 21.24 14.69  -0.333
H 22.78 22.94 15.29  -1.101
H 21.81 22.58 13.82  0.248